[1]
The following is a quantum chemistry calculation of a molecular structure, H12LiO6, from OMol25.

Cartesian coordinates (Å):
1 Li 0.553 -0.175 -0.171
2 O -1.256 1.296 -0.583
3 H -1.972 0.703 -0.843
4 H -0.955 1.781 -1.360
5 O -1.959 0.228 1.931
6 H -2.521 -0.244 2.512
7 H -1.111 -0.288 1.884
8 O 0.973 -0.201 -2.246
9 H 1.482 -0.926 -2.583
10 H 1.522 0.573 -2.320
11 O -1.007 -1.684 -0.349
12 H -1.504 -2.193 0.307
13 H -1.579 -1.762 -1.093
14 O 0.567 -0.540 1.693
15 H 1.169 -0.103 2.343
16 H 0.850 -1.466 1.722
17 O 2.088 1.341 -0.092
18 H 1.748 2.194 -0.152
19 H 2.909 1.459 -0.592

Computed properties:
Lowest unoccupied orbital energy ... -3.498 eV
Net charge ... +1
Energy above the lowest of the compared OMol25 structures with the same formula, charge and spin ... 20.2 kcal per mole
Maximum force ... 0.057 hartree/bohr

[2]
The following is a quantum chemistry calculation of a molecular structure, H12MgO10S, from OMol25.

Cartesian coordinates (Å):
1 Mg -0.590 0.271 -0.155
2 S -0.044 -2.181 -0.380
3 O -1.083 -3.144 -0.701
4 O 1.265 -2.852 -0.116
5 O 0.138 -1.148 -1.375
6 O -0.470 -1.341 0.726
7 O 2.306 0.599 -2.278
8 H 1.515 0.073 -2.162
9 H 2.926 0.244 -1.641
10 O -2.492 0.014 -0.494
11 H -3.092 0.708 -0.767
12 H -3.035 -0.773 -0.462
13 O -0.407 1.620 -1.443
14 H -0.257 1.503 -2.381
15 H -0.526 2.564 -1.335
16 O 1.267 0.568 0.472
17 H 1.583 1.468 0.553
18 H 1.969 0.033 0.843
19 O -1.135 1.354 1.395
20 H -1.105 1.241 2.345
21 H -1.761 2.065 1.257
22 O 0.887 -0.900 3.065
23 H 1.789 -0.925 2.747
24 H 0.353 -1.062 2.287

Computed properties:
Lowest unoccupied orbital energy (spin up / spin down) ... -4.033 / -7.833 eV
Net charge ... +1
Maximum force ... 0.076 hartree/bohr
2S+1 ... 2

Q: What is the maximum force in the second record?
A: 0.076 hartree/bohr